[1]
A cluster of 2 separate species, C7H6Br3IO in total. Source: OMol25; level of theory: ωB97M-V/def2-TZVPD.

Calculated values
**Orbital gap (alpha / beta)**: 5.96 / 7.65 eV
**HOMO energy (alpha / beta)**: -8.886 / -9.473 eV
**Maximum force**: 0.056 Eh/bohr
**Energy above the lowest of the compared OMol25 structures with the same formula, charge and spin**: 0.922 eV

Geometry as XYZ:
```
18
Properties=species:S:1:pos:R:3:forces:R:3
C 1.49380 -1.13422 0.37975 0.278 -0.132 -1.212
C 0.36897 -1.20327 -0.36694 0.984 1.041 1.567
C 1.74234 0.23933 0.92164 -1.479 0.745 -0.644
C -0.48781 0.02212 -0.13446 0.136 1.098 -0.587
C 0.53207 1.01738 0.41015 1.305 -1.997 -0.026
C -1.40556 -0.28465 1.00712 -0.357 0.705 2.755
C -1.26038 0.57487 -1.31538 -0.141 1.450 -1.588
O 2.63440 0.67973 1.59204 0.140 -0.381 0.268
Br 2.84680 -2.40961 0.37868 0.031 -0.106 0.261
Br -0.26011 -2.64531 -1.27138 -0.246 -0.702 -0.528
Br 0.12756 2.65099 1.03025 -0.193 0.837 0.197
I 3.11723 1.39315 -1.73145 -0.366 0.031 -0.018
H -0.75166 -0.73577 1.85710 -1.302 1.431 -0.854
H -2.12321 -1.05134 0.87330 -0.649 -1.021 -0.946
H -2.07448 0.63409 1.23248 1.519 -1.321 0.238
H -0.56866 1.19345 -2.03359 -1.333 -1.525 1.076
H -2.08224 1.27408 -1.01617 0.944 -0.304 0.219
H -1.84908 -0.21502 -1.81315 0.729 0.151 -0.177
```
Forces are in eV/Å.

Mulliken population analysis, charges in e, atoms 1 to 6: C 0.02; C -0.18; C 0.19; C 1.89; C -0.40; C -1.57

[2]
A cluster of 3 separate species, C5H12N2 in total. Source: OMol25; level of theory: ωB97M-V/def2-TZVPD.

Calculated values
**Orbital gap (alpha / beta)**: 6.78 / 9.26 eV
**HOMO energy (alpha / beta)**: -6.366 / -8.337 eV
**Maximum force**: 0.031 Eh/bohr
**Energy above the lowest of the compared OMol25 structures with the same formula, charge and spin**: 5.903 eV

Geometry as XYZ:
```
19
Properties=species:S:1:pos:R:3:forces:R:3
C 0.15693 -0.27483 0.03295 -0.903 0.496 -0.499
C 0.63455 -1.49862 -0.69382 -0.375 0.098 0.042
C 0.15776 -0.34560 1.53012 -0.272 -0.043 -0.226
C 1.93571 1.37243 -0.21312 0.779 0.954 -0.277
N -0.12300 0.87807 -0.54055 1.064 -0.811 0.900
C -2.92897 0.33476 -0.26608 -0.027 0.234 0.171
N -2.08091 -0.51804 -0.58949 -0.863 -0.633 0.023
H -0.12378 0.77628 -1.55457 0.202 -0.049 -0.005
H 1.54155 -1.90216 -0.24138 0.013 0.057 0.019
H 0.80642 -1.30062 -1.75097 0.004 0.038 0.024
H -0.15458 -2.24861 -0.61411 0.065 -0.082 -0.020
H -0.12309 0.61176 1.96250 0.012 0.001 -0.012
H -0.57436 -1.10024 1.82711 0.030 -0.006 0.082
H 1.12883 -0.66258 1.91334 0.044 0.031 -0.049
H 1.82033 1.91555 0.71349 -0.049 0.038 -0.042
H 1.99476 1.96752 -1.11480 0.099 0.095 0.072
H 2.63029 0.53969 -0.17935 -0.191 -0.160 -0.039
H -4.00972 0.11400 -0.34075 0.230 -0.044 -0.105
H -2.68872 1.34123 0.11948 0.138 -0.213 -0.060
```
Forces are in eV/Å.

Mulliken population analysis, charges in e, atoms 1 to 6: C 1.21; C -1.33; C -1.66; C -0.95; N -0.57; C -0.27

[3]
A cluster of 3 separate species, C21H46BCl2F2N2O4 in total. Source: OMol25; level of theory: ωB97M-V/def2-TZVPD.

Calculated values
**Orbital gap**: 6.91 eV
**Net charge**: -1
**HOMO energy**: -4.828 eV
**Maximum force**: 0.005 Eh/bohr
**Energy above the lowest of the compared OMol25 structures with the same formula, charge and spin**: 0.000 eV

Geometry as XYZ:
```
78
Properties=species:S:1:pos:R:3:forces:R:3
C -1.93709 1.05691 3.43090 0.182 -0.060 -0.176
C -1.95551 2.05686 2.27349 0.075 0.066 0.078
C -2.18005 3.51785 2.68528 0.046 -0.025 -0.124
F -2.93503 3.53095 3.90321 -0.087 -0.016 -0.046
B -2.80029 4.52552 1.52010 0.113 0.000 -0.041
C -4.31411 5.04394 1.85862 0.051 -0.135 -0.031
Cl -4.61101 6.76840 1.99663 -0.033 0.123 0.041
C -5.35978 4.23477 2.00451 0.012 -0.075 -0.074
C -5.27884 2.74318 1.86039 -0.073 0.050 -0.001
Cl -6.98330 4.81147 2.37008 -0.060 0.024 0.035
C -1.70147 5.71271 1.31306 -0.006 -0.029 0.041
F -2.02192 6.53425 0.18437 0.007 0.003 -0.035
C -1.40507 6.65592 2.49194 0.009 -0.029 0.031
C -0.04974 6.42899 3.16628 -0.060 0.074 0.095
H -2.94005 0.84066 3.80009 0.016 0.092 0.065
H -1.48787 0.11341 3.10554 -0.070 -0.019 0.066
H -1.33792 1.43401 4.26189 -0.061 0.011 0.040
H -2.68165 1.75570 1.51615 -0.042 -0.053 0.043
H -0.97635 2.02297 1.78155 -0.079 0.060 -0.105
H -1.19733 3.89933 2.98994 -0.040 -0.044 0.153
H -2.85354 3.89428 0.46272 -0.039 0.000 0.047
H -4.64047 2.49812 1.01037 0.060 -0.010 0.042
H -4.85860 2.28751 2.75855 0.035 -0.023 0.006
H -6.26779 2.31819 1.68941 0.014 0.029 -0.009
H -0.75021 5.23938 1.02357 -0.020 -0.001 0.006
H -1.44122 7.67566 2.09916 -0.012 -0.027 -0.009
H -2.19363 6.58781 3.24485 0.032 0.018 -0.018
H 0.20619 7.26934 3.81894 0.013 -0.002 -0.041
H -0.05622 5.53996 3.80009 0.028 -0.055 -0.101
H 0.74675 6.31807 2.42572 0.006 0.011 0.022
C -2.37680 -2.24098 1.36539 -0.021 0.071 0.029
O -1.52326 -2.60349 2.43145 0.081 0.000 -0.064
C -1.62394 -3.94925 2.86270 -0.068 -0.034 0.039
C -0.37313 -4.72840 2.51680 0.031 -0.015 -0.032
N -0.24214 -4.90446 1.07922 0.028 0.136 0.004
C 1.03467 -5.43913 0.62894 -0.057 -0.065 -0.043
C 2.30765 -4.66258 0.95024 0.072 -0.026 0.034
O 2.43493 -3.43384 0.26337 -0.060 -0.014 0.014
C 1.74729 -2.33302 0.83124 0.059 0.048 -0.023
H -2.34454 -1.15587 1.28511 -0.007 -0.002 0.001
H -2.05811 -2.67412 0.40950 -0.027 -0.038 0.008
H -3.40857 -2.54918 1.55969 -0.008 0.011 -0.004
H -2.50835 -4.42555 2.42644 0.036 -0.031 -0.019
H -1.74096 -3.94167 3.94998 -0.031 0.019 -0.001
H -0.42773 -5.71445 2.99105 0.014 -0.005 -0.009
H 0.47552 -4.19514 2.96700 -0.003 -0.017 0.029
H -0.41408 -4.01912 0.62105 -0.001 -0.001 0.010
H 0.98239 -5.54620 -0.45783 0.001 -0.027 0.007
H 1.14821 -6.44891 1.04047 0.002 0.007 0.020
H 3.15014 -5.27530 0.61825 0.018 0.024 0.010
H 2.43247 -4.50168 2.02858 -0.062 0.005 0.000
H 1.73639 -2.38603 1.92337 -0.008 0.007 0.005
H 0.71537 -2.25590 0.47710 -0.006 -0.023 0.039
H 2.27685 -1.43012 0.52805 0.002 0.000 0.006
C 4.82103 -3.59413 -3.69153 0.015 -0.053 0.022
O 3.42345 -3.51371 -3.84840 0.037 0.090 -0.066
C 2.74495 -2.80928 -2.80911 -0.036 -0.043 0.008
C 2.21640 -1.47680 -3.29034 0.029 0.061 -0.004
N 3.29564 -0.53901 -3.55749 0.035 -0.111 -0.110
C 2.89837 0.71188 -4.19002 0.046 0.047 0.089
C 2.21534 0.65827 -5.55161 -0.081 0.054 -0.013
O 3.05246 0.24168 -6.61635 0.077 -0.034 0.028
C 3.19291 -1.15501 -6.76700 -0.014 0.013 -0.053
H 5.18658 -4.32055 -4.41656 -0.002 0.005 -0.005
H 5.32711 -2.63840 -3.87443 -0.026 0.013 0.028
H 5.09111 -3.93231 -2.68568 0.007 -0.012 -0.002
H 3.40008 -2.68134 -1.94423 -0.019 0.025 -0.026
H 1.90255 -3.42922 -2.49532 0.028 -0.017 0.018
H 1.57563 -1.05934 -2.50611 -0.012 0.022 -0.021
H 1.57921 -1.66562 -4.16587 -0.028 -0.018 0.020
H 4.00054 -0.99350 -4.12236 -0.013 0.014 -0.017
H 3.79543 1.32685 -4.29622 -0.013 0.013 0.021
H 2.23076 1.24417 -3.50387 -0.016 -0.013 -0.006
H 1.90695 1.67620 -5.79995 -0.010 -0.012 -0.020
H 1.30771 0.04202 -5.53164 0.030 -0.023 0.030
H 2.26521 -1.68083 -6.52065 -0.003 -0.008 -0.004
H 3.99534 -1.56781 -6.14796 -0.025 -0.005 0.020
H 3.43805 -1.34601 -7.81186 -0.003 -0.001 0.003
```
Forces are in eV/Å.

Mulliken population analysis, charges in e, atoms 1 to 6: C -1.06; C -0.39; C 0.46; F -0.45; B -0.13; C 0.23

[4]
A cluster of 2 separate species, C4H12 in total. Source: OMol25; level of theory: ωB97M-V/def2-TZVPD.

Calculated values
**Orbital gap (alpha / beta)**: 13.24 / 4.21 eV
**Spin multiplicity**: 2
**Net charge**: +1
**HOMO energy (alpha / beta)**: -16.312 / -15.543 eV
**Maximum force**: 0.027 Eh/bohr
**Energy above the lowest of the compared OMol25 structures with the same formula, charge and spin**: 0.442 eV

Geometry as XYZ:
```
16
Properties=species:S:1:pos:R:3:forces:R:3
C 1.84111 0.83929 -1.82540 -0.331 0.299 0.073
C 0.38355 0.82486 -1.74993 -0.165 -0.434 -1.319
H 2.27315 -0.00954 -1.23332 0.265 0.168 0.003
H 2.21101 0.62866 -2.82652 0.009 -0.264 -0.319
H 2.25877 1.76586 -1.41387 0.045 -0.243 0.341
H -0.11332 0.06114 -2.37289 0.311 0.056 0.053
H 0.03506 0.85633 -0.70152 -0.303 0.536 0.639
H -0.19926 1.74567 -2.15855 0.136 -0.315 0.722
C -1.08557 -0.62730 1.01860 0.356 0.216 0.570
C -1.13346 -1.02576 2.54798 0.510 0.096 -0.611
H -0.00827 -0.72297 0.78439 0.008 -0.535 -0.248
H -1.73349 -1.32801 0.50396 0.193 0.213 -0.543
H -1.30686 0.41706 0.81760 -0.719 0.062 0.300
H -2.15844 -0.90956 2.89500 -0.075 0.105 0.023
H -0.43456 -0.44698 3.14407 -0.142 0.095 0.079
H -0.82943 -2.06875 2.57039 -0.099 -0.055 0.237
```
Forces are in eV/Å.

Mulliken population analysis, charges in e, atoms 1 to 6: C -0.74; C -0.35; H 0.34; H 0.34; H 0.34; H 0.36

[5]
The ion C7H7O3 with charge -1. Source: OMol25; level of theory: ωB97M-V/def2-TZVPD.

Calculated values
**Orbital gap**: 5.95 eV
**Net charge**: -1
**HOMO energy**: -2.434 eV
**Maximum force**: 0.084 Eh/bohr
**SMILES**: O=C=CC(=O)CC/C=C\[O-]
**Energy above the lowest of the compared OMol25 structures with the same formula, charge and spin**: 3.347 eV

Geometry as XYZ:
```
17
Properties=species:S:1:pos:R:3:forces:R:3
O -1.58868 1.87573 1.57095 -0.344 0.057 0.133
C -0.88821 1.89010 0.65577 -1.704 -0.823 2.914
C -0.09793 1.98215 -0.32519 3.802 -1.074 -1.768
C 1.17277 1.23593 -0.60884 -0.292 0.304 -0.729
O 1.88021 1.54356 -1.57655 -0.881 -0.301 1.402
C 1.36294 0.04225 0.25632 1.657 -0.091 3.056
C 0.63126 -1.17943 -0.33309 2.160 -0.955 0.147
C -0.79043 -1.01734 -0.44697 -2.670 -1.505 1.808
C -1.65348 -1.53654 0.57777 0.883 0.772 -1.895
O -1.39389 -2.11939 1.65685 0.334 0.149 -0.020
H -0.31735 2.69522 -1.01244 -0.734 2.146 -1.993
H 2.43961 -0.29377 0.35099 -0.817 0.893 -0.317
H 1.04249 0.30195 1.39234 0.314 -0.732 -2.604
H 1.08334 -1.30709 -1.32641 0.079 0.064 -0.062
H 1.04384 -2.08871 0.24419 -1.140 1.167 -0.492
H -1.21839 -0.64128 -1.37732 -0.074 -0.089 0.334
H -2.70809 -1.38334 0.30162 -0.574 0.016 0.085
```
Forces are in eV/Å.

Mulliken population analysis, charges in e, atoms 1 to 6: O -0.35; C 0.65; C -0.95; C 0.63; O -0.65; C -0.45

[6]
A cluster of 2 separate species, C5H14 in total. Source: OMol25; level of theory: ωB97M-V/def2-TZVPD.

Calculated values
**Orbital gap**: 12.41 eV
**HOMO energy**: -11.277 eV
**Maximum force**: 0.037 Eh/bohr
**SMILES**: CCC.CC
**Energy above the lowest of the compared OMol25 structures with the same formula, charge and spin**: 0.492 eV

Geometry as XYZ:
```
19
Properties=species:S:1:pos:R:3:forces:R:3
C 1.52756 1.01975 -0.96333 0.871 0.033 -0.671
C 1.39180 -0.43858 -0.57648 -0.038 -1.289 0.563
C 0.96294 -1.44180 -1.64107 -0.674 1.340 -1.131
H 1.89471 1.18500 -1.98785 -0.002 -0.418 0.098
H 2.32515 1.42655 -0.33091 -0.571 0.479 0.058
H 0.59880 1.58071 -0.93060 -0.079 0.073 0.436
H 2.33665 -0.80921 -0.14433 -0.218 0.259 -0.090
H 0.65248 -0.54561 0.21657 0.077 0.262 0.289
H 0.06821 -1.04468 -2.15221 0.094 -0.102 0.144
H 1.70818 -1.47745 -2.43734 0.118 -0.471 0.092
H 0.66199 -2.41792 -1.27771 0.432 -0.171 0.194
C -2.09809 0.45523 0.81986 0.857 1.498 0.778
C -1.46134 0.17684 2.20642 -0.649 0.283 -0.107
H -1.76386 -0.13461 -0.02805 -0.131 -0.546 0.253
H -3.17658 0.54796 0.86470 -0.149 -0.170 -0.129
H -1.69150 1.46292 0.62327 -0.493 -0.213 -0.502
H -1.34891 1.12753 2.74091 0.462 -0.044 -0.323
H -0.51042 -0.31855 2.07681 0.294 -0.038 0.318
H -2.07777 -0.35410 2.92134 -0.201 -0.766 -0.269
```
Forces are in eV/Å.

Mulliken population analysis, charges in e, atoms 1 to 6: C -0.98; C 0.27; C -1.30; H 0.31; H 0.29; H 0.27